[1]
This record from the Open Molecules 2025 dataset describes 4 unconnected molecules or ions with the total composition CH12NO3. The level of theory is wB97M-V/def2-TZVPD.

## Properties
energy above the lowest of the compared OMol25 structures with the same formula, charge and spin: 6.31 kJ/mol
HOMO-LUMO gap: 0.475 Ha
molecular weight: 86.111 g mol⁻¹
net charge: +1
HOMO energy: -15.73 eV
E_LUMO: -2.807 eV

The geometry in XYZ format:
```
17
CH12NO3 (wB97M-V/def2-TZVPD)
C 1.66679 -0.33068 0.41396
N 0.25494 -0.07739 0.00779
H 2.14855 -0.92921 -0.35507
H 1.68490 -0.87074 1.35424
H 2.17986 0.62228 0.49446
H 0.22152 0.52883 -0.82176
H -0.21766 -0.96923 -0.20859
H -0.26696 0.39140 0.76682
H -0.85260 2.06256 2.65980
H -1.95302 1.03467 2.36165
O -1.06149 1.30687 2.09962
H -0.23380 -3.48575 -0.16028
H -1.28320 -3.06334 -1.16549
O -0.75559 -2.71498 -0.43616
H -1.20014 1.89462 -2.60582
H 0.06833 2.69950 -2.33611
O -0.40042 1.90058 -2.06906
```

---

[2]
This record from the Open Molecules 2025 dataset describes 4 unconnected molecules or ions with the total composition CH9NO4 in a non-equilibrium geometry. The level of theory is wB97M-V/def2-TZVPD.

## Properties
SMILES: NC=O.O.O.O
energy above the lowest of the compared OMol25 structures with the same formula, charge and spin: 106.76 kJ/mol
HOMO-LUMO gap: 0.378 Ha
molecular weight: 99.086 g mol⁻¹
HOMO energy: -9.75 eV
E_LUMO: 0.532 eV

The geometry in XYZ format:
```
15
CH9NO4 (wB97M-V/def2-TZVPD)
N -0.08326 -0.42868 0.83532
C -0.78831 0.71802 1.00893
O -1.02106 1.58719 0.20331
H 0.58451 -0.76151 1.51034
H 0.29211 -0.68749 -0.08281
H -1.14151 0.78015 2.05799
O -0.18961 3.09863 -2.08208
H 0.65518 2.95784 -1.64771
H -0.73006 3.12600 -1.27689
O 0.66773 -2.69309 2.14185
H 0.24793 -3.17900 2.85572
H 0.17880 -3.07986 1.39310
O 0.32304 -0.59526 -1.93361
H 1.20358 -0.63309 -2.32523
H -0.19905 -0.20985 -2.65823
```

---

[3]
This record from the Open Molecules 2025 dataset describes a single C5H9NO molecule in a non-equilibrium geometry. The level of theory is wB97M-V/def2-TZVPD.

## Properties
SMILES: C[C@@H](O)[C@@H](C)C#N
energy above the lowest of the compared OMol25 structures with the same formula, charge and spin: 111.99 kJ/mol
HOMO-LUMO gap: 0.424 Ha
molecular weight: 99.133 g mol⁻¹
HOMO energy: -10.90 eV
E_LUMO: 0.641 eV

The geometry in XYZ format:
```
16
C5H9NO (wB97M-V/def2-TZVPD)
C -1.45800 -0.31184 -0.80706
C -0.70835 -0.23517 0.54410
O -0.42355 -1.55630 1.00700
C 0.66365 0.53361 0.55100
C 1.70857 -0.18329 -0.28575
C 0.45731 1.92998 0.09787
N 0.24728 3.00196 -0.28839
H -1.53469 0.69019 -1.23205
H -2.48556 -0.71528 -0.73435
H -0.90699 -0.96377 -1.49844
H -1.22838 0.39116 1.26724
H -1.20174 -2.07724 1.25298
H 1.03396 0.62676 1.59485
H 2.70652 0.25158 -0.20316
H 1.39677 -0.16504 -1.33165
H 1.73374 -1.21598 0.06353
```

---

[4]
This record from the Open Molecules 2025 dataset describes a single C4H3FO molecule in a non-equilibrium geometry. The level of theory is wB97M-V/def2-TZVPD.

## Properties
SMILES: C#C[C@H](F)C=O
energy above the lowest of the compared OMol25 structures with the same formula, charge and spin: 271.96 kJ/mol
HOMO-LUMO gap: 0.407 Ha
molecular weight: 86.065 g mol⁻¹
HOMO energy: -10.66 eV
E_LUMO: 0.409 eV

The geometry in XYZ format:
```
9
C4H3FO (wB97M-V/def2-TZVPD)
C -1.75617 1.27740 -0.28946
C -1.09274 0.33212 -0.02250
C 0.24702 -0.72246 0.45300
F 0.26644 -0.72864 1.79241
C 1.42835 -0.16875 -0.31908
O 2.47161 0.12938 0.20539
H -2.66094 1.75972 -0.51142
H -0.16077 -1.76424 0.08877
H 1.25720 -0.11452 -1.39712
```

---

[5]
This record from the Open Molecules 2025 dataset describes a molecular structure, C34H22BiIN4PS. The level of theory is wB97M-V/def2-TZVPD.

## Properties
HOMO-LUMO gap: 0.212 Ha
molecular weight: 885.503 g mol⁻¹
net charge: +3
HOMO energy: -16.06 eV
E_LUMO: -10.298 eV

The geometry in XYZ format:
```
64
C34H22BiIN4PS (wB97M-V/def2-TZVPD)
Bi -1.67808 -0.42644 0.48797
I -2.09208 -3.05755 -1.26894
C -0.54054 -4.01036 -2.31190
C -0.94940 -5.18918 -2.85937
C -0.04137 -5.96107 -3.60891
C 1.22794 -5.50920 -3.77286
C 1.65982 -4.28533 -3.20380
C 2.99788 -3.88370 -3.42050
C 3.48181 -2.71891 -2.90806
C 2.63256 -1.91335 -2.14142
C 1.31855 -2.25908 -1.90091
P 0.63690 -0.93954 -0.84886
C 1.65381 -0.87499 0.63470
C 2.73138 -0.01268 0.81014
C 3.50345 -0.11665 1.95998
C 3.21266 -1.08060 2.92014
C 2.13761 -1.94555 2.74470
C 1.35452 -1.84123 1.60394
C 0.68271 0.60097 -1.77474
C 0.72978 1.81576 -1.07851
C 0.79640 3.00860 -1.77886
C 0.78624 2.99478 -3.17173
C 0.70438 1.79327 -3.86352
C 0.65954 0.59014 -3.17016
C 0.77046 -3.47204 -2.43247
H -1.96415 -5.54047 -2.72720
H -0.36908 -6.89595 -4.04212
H 1.94265 -6.08255 -4.34938
H 3.63804 -4.53083 -4.00813
H 4.50438 -2.41103 -3.07738
H 3.04473 -0.99328 -1.73782
H 2.97378 0.73887 0.06775
H 4.34475 0.55022 2.10094
H 3.83539 -1.16810 3.80170
H 1.93021 -2.71325 3.48149
H 0.55149 -2.56115 1.43589
H 0.75014 1.83033 0.00922
H 0.87341 3.94810 -1.24594
H 0.85034 3.92735 -3.71853
H 0.69077 1.79049 -4.94630
H 0.61839 -0.34579 -3.71411
S -4.01744 5.51500 4.67990
N -3.29156 4.16284 5.14530
C -2.97967 3.51146 4.03564
C -2.29587 2.23526 3.97110
C -1.82414 1.55225 5.10023
C -1.14722 0.36491 4.94619
C -0.97121 -0.14722 3.66825
N -1.43930 0.48588 2.58844
C -2.08166 1.67973 2.71696
C -2.48361 2.37511 1.50293
N -2.20403 1.79226 0.30343
C -2.46838 2.43180 -0.84020
C -3.05917 3.68604 -0.85035
C -3.38588 4.27752 0.34870
C -3.08962 3.62258 1.55272
C -3.36390 4.18698 2.85913
N -3.96340 5.34528 3.08602
H -1.99497 1.98318 6.07970
H -0.75427 -0.17616 5.79597
H -0.44770 -1.08150 3.50348
H -2.20709 1.92539 -1.76334
H -3.25925 4.17282 -1.79488
H -3.86284 5.24958 0.38846
```

---

[6]
This record from the Open Molecules 2025 dataset describes a molecular structure, ClIO2S in a non-equilibrium geometry. The level of theory is wB97M-V/def2-TZVPD.

## Properties
energy above the lowest of the compared OMol25 structures with the same formula, charge and spin: 149.68 kJ/mol
HOMO-LUMO gap (alpha / beta): 0.233 / 0.233 Ha
molecular weight: 226.422 g mol⁻¹
HOMO energy (alpha / beta): -10.38 / -10.38 eV
E_LUMO (alpha / beta): -4.033 / -4.033 eV

The geometry in XYZ format:
```
5
ClIO2S (wB97M-V/def2-TZVPD)
O 1.29623 0.25101 1.06743
O 0.19875 -1.62137 -0.15761
S 0.36535 -0.23382 0.10670
Cl 0.65785 0.77206 -1.70973
I -2.51818 0.83212 0.69321
```